# 1
{"formula": "C3H27O13S", "method": "the ωB97M-V functional and the def2-TZVPD basis", "elements": ["O", "C", "O", "C", "C", "S", "H", "H", "H", "H", "H", "H", "H", "O", "H", "H", "O", "H", "H", "O", "H", "H", "O", "H", "H", "O", "H", "H", "O", "H", "H", "O", "H", "H", "O", "H", "H", "O", "H", "H", "O", "H", "H", "O"], "positions_angstrom": [[-0.896, -0.111, 2.481], [0.129, 0.334, 1.929], [0.624, 1.479, 2.039], [0.928, -0.550, 0.931], [1.887, -1.544, 1.687], [3.086, -2.179, 0.393], [1.416, 0.040, 0.187], [0.267, -1.201, 0.308], [1.242, -2.299, 2.073], [2.513, -1.056, 2.419], [4.194, -1.647, 0.869], [2.129, 3.255, 1.276], [1.557, 2.074, 0.562], [2.382, 2.672, 0.545], [-1.303, -2.854, -3.175], [-0.747, -2.671, -4.481], [-1.567, -3.014, -4.117], [-0.782, -1.761, 2.857], [-0.918, -2.387, 4.259], [-1.130, -2.592, 3.337], [-2.688, -0.511, 1.491], [-2.909, 0.476, 0.406], [-3.196, -0.409, 0.666], [0.076, -2.894, -1.353], [-1.300, -2.443, -1.097], [-0.563, -2.264, -1.708], [-0.947, 3.457, 3.447], [-0.698, 2.282, 2.423], [-1.116, 3.220, 2.536], [-0.939, 2.533, 0.108], [-1.288, 2.685, -1.477], [-0.927, 2.102, -0.760], [2.190, 3.581, -1.752], [2.103, 3.387, -3.352], [1.887, 3.923, -2.595], [-0.318, 3.351, -2.891], [-1.081, 2.070, -3.158], [-1.222, 3.056, -3.090], [-1.508, -3.320, 1.339], [-2.334, -2.366, 0.581], [-2.031, -3.277, 0.474], [-0.842, 0.001, -4.105], [-0.644, 0.198, -2.582], [-0.355, 0.522, -3.457]], "charge": -1, "max_force_ev_per_a": 2.82, "de_lowest_ev": 0.7026, "multiplicity": 1, "e_lumo_ev": 2.5, "homo_energy_ev": -6.45, "orbital_gap_ev": 8.9851}

=====

# 2
{"formula": "C3H28N2O9", "method": "the ωB97M-V functional and the def2-TZVPD basis", "elements": ["N", "C", "C", "N", "C", "H", "H", "H", "H", "H", "H", "H", "H", "H", "H", "H", "H", "O", "H", "H", "O", "H", "H", "O", "H", "H", "O", "H", "H", "O", "H", "H", "O", "H", "H", "O", "H", "H", "O", "H", "H", "O"], "positions_angstrom": [[-0.612, 1.565, 1.694], [-0.138, 0.196, 1.984], [0.279, -0.468, 0.631], [-0.797, -0.824, -0.271], [-0.359, -0.825, -1.685], [-0.915, 2.004, 2.564], [-1.364, 1.624, 1.030], [0.897, 0.517, 2.441], [-0.811, -0.355, 2.660], [1.017, 0.233, 0.173], [0.894, -1.365, 0.806], [-1.454, 0.001, -0.238], [-0.112, 0.198, -2.108], [0.597, -1.351, -1.820], [-1.124, -1.190, -2.401], [-4.199, -0.268, 0.836], [-3.638, 0.941, 0.040], [-3.383, 0.191, 0.653], [-0.070, -2.634, 2.732], [-0.017, -3.881, 1.936], [0.537, -3.055, 2.014], [1.260, 2.389, 1.731], [2.476, 3.236, 1.719], [2.181, 2.360, 1.415], [0.188, 1.736, -3.012], [0.045, 2.533, -1.694], [-0.474, 2.279, -2.481], [0.726, -3.921, -1.037], [1.490, -2.481, -0.743], [1.474, -3.336, -1.145], [-1.842, -3.453, -0.339], [-2.123, -2.642, 0.918], [-2.051, -3.554, 0.601], [-2.032, 2.220, -1.534], [-3.429, 1.543, -2.091], [-2.963, 1.968, -1.374], [3.010, 1.977, -1.647], [1.729, 2.212, -1.010], [2.259, 2.576, -1.729], [4.293, -0.424, -0.114], [4.597, 1.068, 0.169], [3.957, 0.461, -0.274]], "charge": 1, "max_force_ev_per_a": 5.96, "multiplicity": 2, "e_lumo_ev": [-2.8, -8.1], "homo_energy_ev": [-13.66, -13.65], "orbital_gap_ev": [10.8431, 5.5044]}

=====

# 3
{"formula": "C3H29O12", "method": "the ωB97M-V functional and the def2-TZVPD basis", "elements": ["C", "C", "C", "O", "H", "H", "H", "H", "H", "H", "H", "O", "H", "H", "O", "H", "H", "O", "H", "H", "O", "H", "H", "O", "H", "H", "O", "H", "H", "O", "H", "H", "O", "H", "H", "O", "H", "H", "O", "H", "H", "O", "H", "H"], "positions_angstrom": [[1.246, 0.102, 1.813], [-0.248, 0.214, 1.333], [-0.474, 1.424, 0.392], [-0.525, -0.913, 0.549], [1.661, 1.022, 2.030], [1.841, -0.499, 1.131], [1.284, -0.435, 2.765], [-0.876, 0.338, 2.163], [-1.235, 1.261, -0.336], [0.433, 1.632, -0.126], [-0.700, 2.242, 0.956], [-2.036, -3.458, -0.224], [-1.328, -3.069, 0.333], [-2.450, -4.185, 0.252], [3.875, 1.440, 0.711], [2.998, 1.313, 0.995], [4.444, 0.902, 1.247], [0.299, 2.207, -2.712], [0.410, 1.503, -2.093], [0.976, 2.894, -2.474], [1.313, -0.660, -1.372], [1.253, -1.476, -1.842], [0.687, -0.685, -0.690], [-2.378, 3.267, -2.365], [-1.599, 2.759, -2.331], [-2.052, 4.128, -2.684], [-3.217, -0.965, 0.242], [-4.053, -0.603, 0.650], [-2.414, -0.502, 0.585], [-4.086, 1.407, -1.191], [-4.889, 1.931, -1.356], [-3.449, 2.103, -1.138], [3.071, -2.863, 4.221], [3.282, -2.315, 3.457], [2.199, -2.693, 4.501], [0.664, -3.249, 1.077], [0.664, -2.301, 1.009], [0.251, -3.418, 1.918], [-1.491, -1.229, -1.879], [-1.325, -0.551, -2.527], [-0.751, -1.152, -1.244], [3.203, 0.896, -2.133], [2.476, 0.395, -1.712], [3.046, 1.837, -1.904]], "charge": -1, "max_force_ev_per_a": 4.00, "de_lowest_ev": 2.2530, "multiplicity": 1, "e_lumo_ev": 2.6, "homo_energy_ev": -5.00, "orbital_gap_ev": 7.6366}

=====

| no. | E_tot (eV) |
| --- | --- |
| 1 | -41005.6017 |
| 2 | -24963.1093 |
| 3 | -28151.4850 |